DFT (the ωB97M-V functional and the def2-TZVPD basis) results for a cluster of 12 separate species, H24O12 in total in a non-equilibrium geometry.

Output
SMILES string: O.O.O.O.O.O.O.O.O.O.O.O
Highest occupied orbital energy: -10.60 eV
LUMO level: -0.3 eV
Frontier orbital gap: 10.3 eV
Electronic energy: -917.23337 hartree

Last column: Löwdin charge in e.
Cartesian coordinates (Å):
1 H -1.9371 2.6447 0.9104  0.033
2 O 3.8358 -0.5394 2.6917  -0.053
3 H 2.2151 -3.2975 0.2172  -0.012
4 H 1.0391 2.7549 -1.9029  -0.020
5 O 2.9979 -3.4175 -0.3195  -0.053
6 H -0.4728 1.8458 2.8862  -0.027
7 O -3.5345 1.4726 -0.0710  -0.058
8 H 1.5573 -0.1761 -0.6517  0.059
9 O -1.9036 1.6507 -2.4686  -0.044
10 H 3.0227 -0.7120 2.2178  0.007
11 H -2.0401 -3.4400 -0.0415  -0.019
12 O 0.4439 1.6213 -3.3912  -0.083
13 O -0.2217 1.5571 3.7711  -0.078
14 H -2.9769 -2.5365 0.8911  0.028
15 H 1.9248 -3.4431 2.5257  0.049
16 H -0.4950 -2.2212 0.2121  0.013
17 H 0.4413 -3.3727 2.5332  0.056
18 H 1.0297 0.6377 -1.9872  0.007
19 H 3.6653 0.1489 3.3338  0.033
20 H -0.3574 2.4860 0.6521  0.025
21 H -1.5507 1.2241 -1.6749  0.049
22 H -0.1691 -1.4152 -1.1295  0.040
23 O 0.7064 3.4871 -1.3919  -0.050
24 H -3.7428 0.5334 0.0680  0.056
25 H 0.9483 1.3262 -4.1653  0.093
26 O -1.1195 2.2214 1.1689  -0.049
27 H -1.2960 2.3498 -2.7590  0.038
28 O -2.8906 -3.3306 0.3576  -0.056
29 O 1.2167 -2.8172 2.3414  -0.050
30 H -0.9783 1.3093 4.3070  0.025
31 O 0.8297 0.1366 -1.1860  -0.046
32 O -0.6370 -2.2251 -0.7361  -0.093
33 H 2.8491 -3.6208 -1.2408  0.032
34 H 1.5487 3.9625 -1.2859  0.062
35 H -0.5175 1.6214 -3.6519  0.066
36 H -3.4312 1.5735 -1.0306  0.019